(1)
DFT (wB97M-V/def2-TZVPD) results for a 2-piece molecular cluster, C6H18NO overall at a distorted geometry.

XYZ file:
```
26
Properties=species:S:1:pos:R:3:lowdin_charge:R:1
C 0.478 -3.259 -2.168 -0.10
C 0.289 -1.755 -1.901 -0.27
C -0.946 -1.364 -1.097 -0.20
C -0.700 -0.408 0.096 -0.21
C -0.427 1.023 -0.390 -0.19
C -0.894 2.155 0.485 -0.11
N 0.243 2.611 1.431 0.18
H -0.430 -3.859 -2.141 0.07
H 0.712 -3.407 -3.227 0.07
H 1.357 -3.588 -1.623 0.07
H 0.392 -1.186 -2.821 0.10
H 1.259 -1.351 -1.565 0.10
H -1.687 -0.827 -1.684 0.11
H -1.275 -2.284 -0.645 0.10
H -1.575 -0.529 0.739 0.11
H 0.176 -0.715 0.677 0.11
H 0.604 1.119 -0.732 0.13
H -1.030 1.158 -1.299 0.12
H -1.673 1.932 1.152 0.12
H -1.114 3.070 -0.046 0.13
H -0.189 3.295 2.063 0.16
H 0.405 1.891 2.161 0.11
H 1.062 3.061 1.041 0.17
H 1.159 1.212 4.420 0.07
H 2.363 0.866 3.579 0.08
O 1.438 1.139 3.496 -0.05
```

## Properties
HOMO energy	-13.3231	eV
net charge	+1
E_LUMO	-3.3	eV
M	120.22	g mol⁻¹
energy above the lowest of the compared OMol25 structures with the same formula, charge and spin	27.7	kcal/mol

(2)
DFT (wB97M-V/def2-TZVPD) results for a 2-piece molecular cluster, C6H18NO2SSi2 overall.

XYZ file:
```
30
Properties=species:S:1:pos:R:3:lowdin_charge:R:1
C -2.716 -1.202 0.072 -0.19
C -1.609 -0.159 -2.593 -0.20
C -2.007 1.756 -0.218 -0.19
C 0.553 0.607 2.667 -0.19
C 2.464 -1.403 1.291 -0.22
C 2.460 1.524 0.442 -0.19
N 0.156 -0.359 -0.189 -0.30
O 1.751 -0.555 -2.892 -0.49
O 0.507 -2.595 -2.390 -0.49
Si -1.418 -0.009 -0.702 0.30
Si 1.297 0.087 0.971 0.29
S 1.419 -1.572 -1.903 0.76
H -2.528 -2.221 -0.246 0.01
H -2.662 -1.182 1.157 0.00
H -3.735 -0.946 -0.212 0.01
H -0.775 0.313 -3.097 0.01
H -1.619 -1.204 -2.888 0.01
H -2.529 0.301 -2.953 0.01
H -1.239 2.485 -0.454 0.01
H -2.918 2.053 -0.732 0.01
H -2.194 1.814 0.850 0.01
H 1.156 0.287 3.507 0.00
H 0.443 1.685 2.731 0.01
H -0.434 0.178 2.785 0.00
H 3.081 -1.590 0.419 -0.02
H 3.126 -1.236 2.136 0.01
H 1.895 -2.305 1.489 0.01
H 2.915 1.285 -0.514 0.01
H 1.904 2.449 0.311 0.01
H 3.257 1.714 1.157 0.01
```

## Properties
HOMO energy	-4.5825	eV
net charge	-1
E_LUMO	3.5	eV
M	224.45	g mol⁻¹
energy above the lowest of the compared OMol25 structures with the same formula, charge and spin	0.0	kcal/mol

(3)
DFT (wB97M-V/def2-TZVPD) results for a 4-piece molecular cluster, C6H18NO3 overall at a distorted geometry.

XYZ file:
```
28
Properties=species:S:1:pos:R:3:mulliken_spin:R:1
C 1.072 1.247 -1.860 0.16
C 0.361 0.129 -2.530 0.07
C -0.618 -0.644 -1.670 0.27
C -0.210 -1.073 -0.481 0.18
C -1.294 -1.733 0.353 -0.05
C -1.210 -2.313 1.565 0.32
N 0.253 2.031 -0.720 0.09
H 1.453 1.943 -2.624 -0.04
H 1.921 0.655 -1.292 -0.02
H -0.051 0.456 -3.514 -0.03
H 1.042 -0.716 -2.974 0.00
H -1.514 -0.975 -2.212 0.06
H 0.726 -0.873 0.112 0.01
H -2.347 -1.568 -0.143 0.05
H -0.290 -2.513 2.183 0.00
H -2.226 -2.294 2.137 0.00
H -0.405 2.624 -1.343 -0.03
H 0.823 2.414 -0.005 -0.02
H -0.330 1.261 -0.311 -0.05
H -1.892 1.342 1.378 0.01
H -2.621 0.550 0.382 0.00
O -2.030 1.361 0.408 0.02
H 2.306 -2.167 1.864 0.00
H 1.542 -1.554 2.866 -0.01
O 2.105 -1.320 2.114 0.01
H 1.486 1.888 2.438 0.00
H 0.986 0.477 2.102 0.00
O 0.961 1.364 1.777 0.00
```

## Properties
HOMO energy (spin up / spin down)	-3.0818 / -7.0783	eV
net charge	0
E_LUMO (spin up / spin down)	0.3 / 0.1	eV
M	152.21	g mol⁻¹
energy above the lowest of the compared OMol25 structures with the same formula, charge and spin	35.8	kcal/mol
2S+1	2

(4)
DFT (wB97M-V/def2-TZVPD) results for C6H18NO6S3V as an isolated structure at a distorted geometry.

XYZ file:
```
35
Properties=species:S:1:pos:R:3:mulliken_spin:R:1
V 0.765 -0.013 -1.226 2.95
N -2.242 -0.108 -0.309 -0.03
O -2.383 -1.140 -0.838 0.39
O -3.156 0.432 0.219 0.50
O -1.139 0.360 -0.226 0.15
C -1.856 1.166 -4.039 0.00
S -0.655 -0.228 -4.533 0.00
O 0.172 -0.450 -3.283 0.02
C -1.752 -1.706 -4.758 0.00
H -2.189 0.928 -3.029 0.00
H -2.730 1.108 -4.689 0.00
H -1.370 2.141 -4.030 0.00
H -1.057 -2.412 -5.213 0.00
H -2.598 -1.454 -5.398 0.00
H -2.079 -2.073 -3.785 0.00
C 3.265 2.009 1.979 0.00
S 1.827 2.663 0.958 0.00
O 1.691 1.609 -0.156 0.01
C 0.438 2.313 2.067 0.00
H 3.229 0.977 2.326 0.00
H 3.428 2.711 2.797 0.00
H 4.126 2.064 1.314 0.00
H -0.516 2.703 1.713 0.00
H 0.546 2.762 3.054 0.00
H 0.300 1.238 2.181 0.00
C -0.828 -1.925 2.570 0.00
S 0.830 -2.061 1.710 0.00
O 1.049 -0.849 0.825 0.01
C 1.863 -1.785 3.215 0.00
H -0.907 -0.872 2.840 0.00
H -0.865 -2.672 3.362 0.00
H -1.611 -2.129 1.839 0.00
H 2.047 -0.730 3.418 0.00
H 2.835 -2.243 3.033 0.00
H 1.523 -2.335 4.092 0.00
```

## Properties
HOMO energy (spin up / spin down)	-15.7221 / -15.9704	eV
net charge	+2
E_LUMO (spin up / spin down)	-7.0 / -11.6	eV
M	347.36	g mol⁻¹
2S+1	5

(5)
DFT (wB97M-V/def2-TZVPD) results for a 3-piece molecular cluster, C6H18O3 overall at a distorted geometry.

XYZ file:
```
27
Properties=species:S:1:pos:R:3:lowdin_charge:R:1
C 1.241 -1.886 3.633 -0.09
C 2.143 -2.239 2.469 -0.37
O 1.753 -1.575 1.351 -0.06
H 0.194 -1.905 3.330 0.07
H 1.343 -0.899 4.083 0.07
H 1.490 -2.630 4.389 0.07
H 2.120 -3.316 2.299 0.11
H 3.130 -1.851 2.720 0.12
H 0.795 -1.634 1.324 0.08
C 1.797 2.824 -1.422 -0.08
C 2.115 2.325 -2.834 -0.33
O 1.697 3.351 -3.712 -0.09
H 2.203 2.196 -0.629 0.07
H 0.743 2.970 -1.186 0.07
H 2.220 3.828 -1.371 0.07
H 1.627 1.370 -3.029 0.10
H 3.164 2.173 -3.090 0.11
H 1.902 3.071 -4.608 0.08
C -4.142 -0.290 0.267 -0.09
C -3.219 -0.599 -0.912 -0.33
O -2.318 -1.646 -0.594 -0.08
H -3.575 -0.095 1.178 0.07
H -4.765 -1.135 0.557 0.07
H -4.676 0.619 -0.009 0.07
H -2.653 0.264 -1.264 0.11
H -3.873 -0.933 -1.717 0.11
H -2.455 -2.358 -1.223 0.08
```

## Properties
HOMO energy	-10.0946	eV
net charge	0
E_LUMO	0.7	eV
M	138.21	g mol⁻¹
energy above the lowest of the compared OMol25 structures with the same formula, charge and spin	31.8	kcal/mol

(6)
DFT (wB97M-V/def2-TZVPD) results for C6H18O7S2Sn as an isolated structure at a distorted geometry.

XYZ file:
```
34
Properties=species:S:1:pos:R:3:lowdin_charge:R:1
Sn 13.939 -18.647 -17.812 1.89
O 18.039 -21.330 -15.890 -0.23
S 17.773 -20.593 -17.095 0.69
O 16.531 -19.807 -17.329 -0.52
O 19.071 -19.624 -17.323 -0.23
C 18.995 -18.601 -18.309 -0.30
C 20.314 -17.872 -18.368 -0.04
C 17.993 -21.780 -18.488 -0.07
H 18.189 -17.888 -18.116 0.11
H 18.786 -19.072 -19.277 0.12
H 20.269 -16.992 -19.004 0.09
H 21.120 -18.531 -18.687 0.09
H 20.536 -17.565 -17.344 0.09
H 17.298 -22.607 -18.374 0.08
H 19.033 -22.091 -18.453 0.09
H 17.743 -21.182 -19.363 0.06
O 12.818 -17.604 -22.835 -0.22
S 12.112 -18.225 -21.737 0.66
O 12.728 -18.364 -20.412 -0.49
O 10.719 -17.432 -21.518 -0.22
C 9.842 -17.851 -20.486 -0.30
C 8.535 -17.079 -20.568 -0.03
C 11.543 -19.843 -22.279 -0.09
H 10.264 -17.787 -19.473 0.11
H 9.684 -18.936 -20.492 0.11
H 7.850 -17.561 -19.871 0.09
H 8.132 -17.138 -21.577 0.09
H 8.693 -16.042 -20.282 0.09
H 10.919 -20.360 -21.556 0.07
H 12.464 -20.405 -22.438 0.08
H 11.026 -19.674 -23.220 0.10
O 12.903 -15.973 -17.597 -0.13
H 12.773 -15.277 -18.259 0.09
H 12.924 -15.507 -16.749 0.08
```

## Properties
HOMO energy	-16.8865	eV
net charge	+2
E_LUMO	-10.8	eV
M	385.05	g mol⁻¹

(7)
DFT (wB97M-V/def2-TZVPD) results for C6H19BCl2CoNO2 as an isolated structure at a distorted geometry.

XYZ file:
```
32
Properties=species:S:1:pos:R:3:mulliken_spin:R:1
Co -11.568 16.456 -1.744 1.98
B -15.337 16.015 -1.172 0.03
H -16.080 16.273 -0.433 0.01
H -14.799 16.846 -1.601 0.00
H -14.562 15.463 -0.664 0.02
H -15.732 15.359 -1.933 0.00
Cl -11.443 12.966 -3.522 0.71
Cl -10.424 17.428 1.859 0.24
C -12.396 17.360 -5.878 0.00
O -11.346 17.611 -4.965 0.00
C -10.268 18.355 -5.416 0.00
C -9.273 18.808 -4.273 0.00
N -8.745 17.578 -3.632 0.01
C -7.345 17.831 -3.304 0.00
C -6.587 16.643 -2.693 0.00
O -6.597 15.674 -3.706 0.00
C -6.016 14.373 -3.308 0.00
H -12.794 18.305 -6.248 0.00
H -13.175 16.812 -5.347 0.00
H -12.122 16.740 -6.732 0.00
H -10.674 19.200 -5.972 0.00
H -9.710 17.692 -6.077 0.00
H -9.786 19.383 -3.502 0.00
H -8.632 19.515 -4.798 0.00
H -8.704 16.769 -4.235 0.00
H -7.222 18.601 -2.543 0.00
H -6.859 18.270 -4.175 0.00
H -7.112 16.208 -1.843 0.00
H -5.600 16.917 -2.319 0.00
H -6.791 13.964 -2.660 0.00
H -5.036 14.562 -2.870 0.00
H -5.956 13.602 -4.076 0.00
```

## Properties
HOMO energy (spin up / spin down)	-5.5813 / -4.7067	eV
net charge	-1
E_LUMO (spin up / spin down)	1.1 / -2.4	eV
M	277.87	g mol⁻¹
energy above the lowest of the compared OMol25 structures with the same formula, charge and spin	241.5	kcal/mol
2S+1	4

(8)
DFT (wB97M-V/def2-TZVPD) results for a 4-piece molecular cluster, C6H19BrNO3 overall at a distorted geometry.

XYZ file:
```
30
Properties=species:S:1:pos:R:3:lowdin_charge:R:1
Br 3.974 -1.611 -1.145 -1.00
C 1.794 -5.702 -5.775 -0.15
O 1.756 -6.411 -4.498 -0.13
H 2.679 -5.935 -6.368 0.07
H 0.943 -6.083 -6.338 0.06
H 1.601 -4.632 -5.698 0.08
H 2.279 -5.893 -3.882 0.07
C 4.464 -7.575 1.602 -0.22
O 3.410 -6.725 1.667 -0.10
H 4.786 -7.896 2.593 0.07
H 4.261 -8.535 1.127 0.07
H 5.297 -7.006 1.190 0.09
H 3.605 -5.954 1.130 0.09
C -2.861 2.795 2.499 -0.05
C -2.233 3.862 1.452 -0.40
C -2.618 5.310 1.769 -0.17
O -2.282 5.928 0.514 -0.19
C -2.814 7.117 0.161 -0.17
N -0.781 3.755 1.384 0.03
H -2.407 1.807 2.422 0.06
H -3.848 2.556 2.103 0.06
H -2.845 3.173 3.521 0.07
H -2.592 3.596 0.457 0.13
H -2.118 5.781 2.616 0.12
H -3.680 5.368 2.009 0.12
H -2.062 7.718 -0.351 0.09
H -3.038 7.760 1.012 0.08
H -3.690 7.073 -0.485 0.08
H -0.479 2.872 0.997 0.07
H -0.501 3.489 2.317 0.06
```

## Properties
HOMO energy	-3.5807	eV
net charge	-1
E_LUMO	2.4	eV
M	233.13	g mol⁻¹
energy above the lowest of the compared OMol25 structures with the same formula, charge and spin	52.3	kcal/mol

(9)
DFT (wB97M-V/def2-TZVPD) results for a 2-piece molecular cluster, C6H19ClIN2O4P2 overall at a distorted geometry.

XYZ file:
```
35
Properties=species:S:1:pos:R:3:lowdin_charge:R:1
N -2.239 4.780 1.221 -0.16
P -2.051 3.292 2.051 0.82
O -3.553 2.589 1.838 -0.35
C -1.016 2.322 0.833 -0.57
C -1.879 2.068 -0.458 -0.32
O -1.144 2.330 -1.596 -0.45
P 0.532 2.519 -1.185 0.00
Cl 0.495 4.680 -1.683 0.03
I 1.028 1.978 -3.652 0.17
O 0.111 2.986 0.412 -0.42
H -2.387 5.462 1.952 0.00
H -3.070 4.737 0.639 0.03
H -3.485 1.690 1.481 0.04
H -0.727 1.395 1.334 0.08
H -2.257 1.040 -0.364 0.10
H -2.758 2.704 -0.504 0.09
H 0.555 1.151 -0.873 -0.04
H 1.921 2.643 -0.966 -0.05
C 2.384 -2.829 -1.238 -0.07
C 2.074 -2.154 0.094 -0.43
C 1.476 -3.103 1.143 -0.21
O 0.114 -3.432 0.948 -0.19
C -0.129 -4.461 0.011 -0.11
N 1.227 -0.989 -0.164 0.04
H 1.485 -2.996 -1.830 0.07
H 3.043 -2.197 -1.831 0.08
H 2.884 -3.791 -1.088 0.07
H 3.020 -1.790 0.505 0.13
H 1.513 -2.600 2.113 0.12
H 2.077 -4.020 1.235 0.11
H 0.659 -5.220 0.033 0.09
H -0.228 -4.064 -1.003 0.08
H -1.075 -4.932 0.280 0.08
H 1.104 -0.463 0.697 0.07
H 0.293 -1.324 -0.385 0.08
```

## Properties
HOMO energy	-4.6598	eV
net charge	-1
E_LUMO	2.6	eV
M	407.53	g mol⁻¹

(10)
DFT (wB97M-V/def2-TZVPD) results for C6H19CrO4 as an isolated structure at a distorted geometry.

XYZ file:
```
30
Properties=species:S:1:pos:R:3:mulliken_spin:R:1
Cr 1.373 -2.066 -1.256 4.08
O 0.285 -0.702 -0.391 -0.10
H -0.305 -0.034 -0.753 0.01
C 3.264 1.995 2.165 0.00
C 2.518 0.933 1.366 0.00
O 1.302 1.460 0.880 0.00
H 3.473 2.866 1.543 0.00
H 4.178 1.563 2.567 0.00
H 2.646 2.375 2.978 0.00
H 2.327 0.096 2.052 0.00
H 3.175 0.547 0.572 0.00
H 0.900 0.733 0.359 0.01
C -0.985 -0.342 -3.772 0.00
C 0.339 -0.995 -4.048 -0.02
O 0.498 -2.173 -3.196 0.00
H -1.091 -0.081 -2.717 0.00
H -1.858 -0.991 -3.880 0.00
H -1.155 0.584 -4.319 0.00
H 1.173 -0.333 -3.814 0.01
H 0.473 -1.294 -5.087 0.00
H -0.012 -2.929 -3.516 0.00
C -3.164 -0.231 3.222 0.00
C -2.195 0.153 2.142 0.00
O -1.913 -0.935 1.280 0.00
H -2.865 -1.102 3.809 0.00
H -4.146 -0.507 2.829 0.00
H -3.286 0.593 3.927 0.00
H -1.317 0.566 2.656 0.00
H -2.561 1.017 1.572 0.00
H -1.070 -0.766 0.832 0.01
```

## Properties
HOMO energy (spin up / spin down)	-12.2059 / -12.2068	eV
net charge	+1
E_LUMO (spin up / spin down)	-6.3 / -6.0	eV
M	207.21	g mol⁻¹
energy above the lowest of the compared OMol25 structures with the same formula, charge and spin	0.0	kcal/mol
2S+1	5

(11)
DFT (wB97M-V/def2-TZVPD) results for C6H19IN2NbO2 as an isolated structure at a distorted geometry.

XYZ file:
```
31
Properties=species:S:1:pos:R:3:lowdin_charge:R:1
Nb 1.943 -3.148 4.791 0.26
I -0.776 -3.053 4.516 -0.25
H 2.018 -2.325 6.513 -0.18
H 2.526 -1.494 4.284 -0.14
H 2.276 -3.633 2.975 -0.16
H 2.318 -4.848 5.441 -0.16
H 3.635 -3.199 4.998 -0.22
C 2.092 -0.846 1.189 -0.36
O 3.294 -0.947 1.047 -0.01
N 1.385 0.169 0.615 -0.20
C -0.043 0.296 0.776 -0.07
C 2.097 1.146 -0.173 -0.06
H 1.455 -1.510 1.792 0.07
H -0.575 0.255 -0.179 0.06
H -0.327 1.243 1.244 0.09
H -0.382 -0.519 1.417 0.08
H 2.615 0.690 -1.020 0.08
H 2.860 1.664 0.413 0.09
H 1.370 1.871 -0.541 0.08
C -2.195 2.540 -2.284 -0.34
O -1.820 2.240 -1.169 0.02
N -2.461 1.631 -3.252 -0.20
C -2.908 2.008 -4.565 -0.07
C -2.275 0.227 -2.924 -0.04
H -2.349 3.582 -2.612 0.13
H -3.892 1.596 -4.805 0.09
H -2.216 1.688 -5.348 0.09
H -2.981 3.096 -4.606 0.08
H -2.908 -0.076 -2.089 0.10
H -1.244 0.016 -2.640 0.09
H -2.531 -0.361 -3.804 0.08
```

## Properties
HOMO energy	-4.7932	eV
net charge	-1
E_LUMO	2.0	eV
M	371.04	g mol⁻¹

(12)
DFT (wB97M-V/def2-TZVPD) results for a 2-piece molecular cluster, C6H19N2O overall at a distorted geometry.

XYZ file:
```
28
Properties=species:S:1:pos:R:3:lowdin_charge:R:1
N 1.674 2.308 0.298 0.19
C 0.866 1.720 1.413 -0.12
C -0.293 0.924 0.873 -0.19
N 0.279 -0.005 -0.125 -0.19
C -0.589 -0.021 -1.342 -0.23
C -1.096 1.293 -1.889 -0.09
C 0.408 -1.366 0.422 -0.24
C 1.486 -2.155 -0.330 -0.08
H 2.556 2.629 0.688 0.17
H 1.694 1.588 -0.420 0.14
H 1.285 3.126 -0.178 0.17
H 1.567 1.056 1.920 0.13
H 0.650 2.493 2.148 0.14
H -0.704 0.372 1.725 0.13
H -1.175 1.482 0.573 0.12
H 0.085 -0.495 -2.054 0.12
H -1.456 -0.671 -1.195 0.11
H -0.539 2.211 -1.706 0.06
H -2.047 1.536 -1.390 0.07
H -1.520 1.194 -2.888 0.09
H 0.655 -1.315 1.479 0.12
H -0.512 -1.928 0.218 0.08
H 2.017 -2.818 0.356 0.07
H 1.062 -2.814 -1.089 0.07
H 2.253 -1.577 -0.846 0.07
H -2.538 -3.316 0.883 0.06
H -3.267 -2.073 0.395 0.06
O -2.395 -2.392 0.662 -0.05
```

## Properties
HOMO energy	-12.5922	eV
net charge	+1
E_LUMO	-3.1	eV
M	135.23	g mol⁻¹
energy above the lowest of the compared OMol25 structures with the same formula, charge and spin	34.4	kcal/mol

What is the formula in the fifth record? C6H18O3

Which value of M does entry 12 give? 135.23 g mol⁻¹